23
Properties=species:S:1:pos:R:3:nbo_charge:R:1 method="wB97M-V/def2-TZVPD" e_homo_ev=-8.88 de_lowest_ev=2.581 orbital_gap_ha=0.3631 fmax_ev_per_a=4.91 lumo_ev=1.003
C -0.90 0.30 -1.31 -0.041
C -0.36 0.12 -2.61 -0.620
C -2.49 -0.61 0.36 -0.225
C -0.35 1.18 -0.34 -0.193
C -1.84 -0.63 -0.83 -0.184
C 4.15 -0.48 1.33 -0.602
C -0.86 1.11 0.94 -0.209
C -1.91 0.20 1.27 -0.215
C 2.69 -0.79 1.06 -0.630
H -0.82 -0.87 -2.85 0.213
H -0.56 1.75 1.69 0.204
H -2.57 0.46 2.10 0.206
H 2.07 -0.09 1.54 0.206
H 0.77 -0.01 -2.76 0.218
H 4.24 0.57 1.70 0.201
H 2.15 -0.94 0.06 0.216
H 4.54 -1.16 1.99 0.206
H 2.36 -1.70 1.67 0.201
H -0.65 0.83 -3.25 0.217
H -3.31 -1.26 0.45 0.221
H 0.53 1.96 -0.38 0.222
H 4.68 -0.63 0.51 0.202
H -2.23 -1.29 -1.72 0.188

23
Properties=species:S:1:pos:R:3:nbo_charge:R:1 method="wB97M-V/def2-TZVPD" e_homo_ev=-9.02 de_lowest_ev=0.362 orbital_gap_ha=0.3703 fmax_ev_per_a=1.72 lumo_ev=1.055
C -0.65 -2.48 0.91 -0.223
C -1.36 -0.30 0.25 -0.223
C 0.81 2.48 0.71 -0.604
C -1.28 -1.30 1.23 -0.209
C -0.70 -0.50 -0.96 -0.008
C 0.10 -2.65 -0.26 -0.201
C 0.08 -1.63 -1.18 -0.216
C 1.58 1.17 1.03 -0.606
C -0.74 0.56 -2.06 -0.634
H 0.91 0.55 1.61 0.209
H 0.30 0.88 -2.17 0.220
H 0.67 -3.56 -0.40 0.215
H 1.89 0.69 0.11 0.204
H -1.34 1.43 -1.81 0.212
H -1.69 -1.21 2.23 0.216
H -1.83 0.67 0.37 0.214
H 2.39 1.48 1.68 0.203
H 1.52 3.24 0.37 0.199
H -0.02 2.38 0.02 0.197
H -1.19 0.13 -2.95 0.222
H 0.42 2.92 1.63 0.198
H 0.71 -1.69 -2.06 0.208
H -0.56 -3.25 1.68 0.208

23
Properties=species:S:1:pos:R:3:nbo_charge:R:1 method="wB97M-V/def2-TZVPD" e_homo_ev=-8.89 de_lowest_ev=1.393 orbital_gap_ha=0.3629 fmax_ev_per_a=2.99 lumo_ev=0.985
C -0.67 3.77 -0.83 -0.633
C -1.07 -0.52 -1.10 -0.221
C 0.25 0.01 -1.15 -0.229
C -2.22 0.32 -1.00 -0.209
C 0.41 1.35 -0.90 -0.219
C 0.91 -2.81 1.49 -0.622
C -1.98 1.68 -1.00 -0.218
C 2.30 -3.00 2.01 -0.610
C -0.68 2.20 -0.83 -0.004
H -1.31 -1.58 -0.98 0.216
H 2.86 -2.02 1.93 0.202
H 0.31 4.10 -0.40 0.218
H -2.78 2.41 -1.17 0.202
H 1.25 -0.51 -1.07 0.227
H 2.98 -3.72 1.50 0.205
H -3.21 -0.12 -1.01 0.217
H 2.25 -3.34 3.12 0.206
H 0.43 -3.82 1.42 0.201
H 1.35 1.94 -0.67 0.211
H -0.87 4.08 -1.87 0.223
H 0.40 -2.16 2.19 0.207
H 0.68 -2.26 0.57 0.211
H -1.58 4.00 -0.25 0.219

23
Properties=species:S:1:pos:R:3:nbo_charge:R:1 method="wB97M-V/def2-TZVPD" e_homo_ev=-9.05 de_lowest_ev=0.102 orbital_gap_ha=0.3695 fmax_ev_per_a=0.62 lumo_ev=1.003
C -2.27 -0.91 0.45 -0.630
C 0.18 2.37 1.81 -0.224
C 2.08 -0.73 -2.18 -0.606
C 1.67 -2.20 -2.14 -0.604
C -1.10 2.59 1.34 -0.202
C -0.13 0.01 1.47 -0.224
C 0.66 1.07 1.84 -0.203
C -1.43 0.21 0.98 0.001
C -1.88 1.53 0.90 -0.221
H 1.42 -0.11 -1.56 0.208
H 2.30 -2.81 -2.79 0.202
H 0.25 -1.01 1.47 0.208
H -2.90 -0.54 -0.36 0.217
H -1.64 -1.73 0.11 0.216
H -2.86 1.74 0.49 0.206
H -2.94 -1.29 1.22 0.220
H -1.51 3.59 1.23 0.211
H 1.69 0.89 2.14 0.211
H 0.82 3.19 2.12 0.214
H 1.82 -2.61 -1.14 0.198
H 3.09 -0.57 -1.79 0.200
H 0.62 -2.30 -2.41 0.201
H 2.06 -0.37 -3.21 0.200

23
Properties=species:S:1:pos:R:3:nbo_charge:R:1 method="wB97M-V/def2-TZVPD" e_homo_ev=-9.06 de_lowest_ev=0.383 orbital_gap_ha=0.3711 fmax_ev_per_a=1.41 lumo_ev=1.042
C -1.40 0.62 -0.31 -0.227
C -1.49 -0.62 -0.90 -0.202
C -0.34 1.47 -0.63 0.005
C -0.26 2.84 0.02 -0.635
C -0.52 -1.02 -1.82 -0.226
C 0.99 -0.88 1.80 -0.621
C 0.43 -2.28 1.59 -0.617
C 0.58 -0.21 -2.07 -0.201
C 0.65 1.05 -1.49 -0.229
H 0.28 -0.06 1.65 0.208
H 1.54 1.63 -1.69 0.213
H 0.29 2.78 0.95 0.222
H 0.14 3.54 -0.70 0.217
H 1.84 -0.65 1.16 0.206
H -0.65 -2.24 1.53 0.205
H 1.33 -0.63 2.81 0.202
H 0.75 -2.93 2.40 0.207
H 0.74 -2.68 0.63 0.210
H -0.68 -1.98 -2.31 0.213
H -2.14 0.96 0.40 0.211
H -2.22 -1.33 -0.55 0.211
H -1.25 3.25 0.19 0.214
H 1.37 -0.65 -2.67 0.213

23
Properties=species:S:1:pos:R:3:nbo_charge:R:1 method="wB97M-V/def2-TZVPD" e_homo_ev=-9.07 de_lowest_ev=0.541 orbital_gap_ha=0.3714 fmax_ev_per_a=1.64 lumo_ev=1.033
C -1.79 -0.93 0.93 -0.229
C -0.61 -0.73 1.61 -0.209
C -0.74 2.38 0.23 -0.623
C -1.77 -1.47 -0.35 -0.195
C -0.55 -1.75 -0.95 -0.220
C 0.68 2.82 -0.19 -0.613
C 1.93 -1.86 -1.02 -0.629
C 0.61 -1.00 1.02 -0.225
C 0.66 -1.55 -0.24 0.000
H 1.13 3.59 0.43 0.203
H -1.19 3.10 0.91 0.201
H -0.67 1.38 0.63 0.222
H -1.41 2.45 -0.63 0.204
H -2.62 -1.78 -0.95 0.215
H -0.38 -2.09 -1.96 0.204
H -0.66 -0.24 2.57 0.216
H 1.33 1.95 -0.21 0.200
H 1.67 -2.46 -1.89 0.211
H -2.73 -0.76 1.43 0.215
H 1.52 -0.90 1.56 0.209
H 0.71 3.22 -1.20 0.201
H 2.59 -2.46 -0.39 0.219
H 2.33 -0.91 -1.35 0.223